(1)
9
Properties=species:S:1:pos:R:3:forces:R:3:lowdin_spin:R:1 method="wB97M-V/def2-TZVPD" multiplicity=3 lumo_ha="0.0238 / -0.0770" s2=2.007 orbital_gap_ha="0.2486 / 0.2997" e_homo_ev="-6.12 / -10.25" relative_energy_kcal_mol=23.7
C -1.04512 -0.36804 -0.31883 -1.90 4.55 -2.49 0.590
C 1.18011 -0.12369 -0.17452 4.85 -0.17 0.54 0.586
F -1.25073 -1.42388 0.28467 -1.16 -5.07 2.84 0.147
F 1.49231 -1.06194 0.75604 -0.83 1.02 -0.42 0.104
F 1.84718 -0.51432 -1.27752 -0.82 0.39 0.20 0.109
S -1.49571 1.17535 0.21400 -1.07 0.76 0.83 0.269
Cl 1.66408 1.51653 0.30711 0.42 -0.53 -0.02 0.141
H -0.95797 -0.34764 -1.37992 0.22 -0.55 -0.77 0.026
H -1.43416 1.14764 1.58896 0.29 -0.40 -0.72 0.028



(2)
7
Properties=species:S:1:pos:R:3:forces:R:3:lowdin_charge:R:1 method="wB97M-V/def2-TZVPD" lumo_ha=-0.0404 orbital_gap_ha=0.3566 e_homo_ev=-10.80 relative_energy_kcal_mol=90.1
C 0.62183 -0.02817 -0.05670 -1.77 6.29 -0.29 -0.859
C -0.79160 -0.03057 -0.28953 -7.14 -4.96 -6.04 -0.159
H 1.27107 0.40779 -0.72400 1.26 0.51 -2.24 0.096
H -1.34668 -0.06848 0.98441 0.77 0.04 -4.58 0.196
O -1.30472 -0.44885 -1.58856 3.20 3.48 9.17 -0.092
F 1.00156 -1.06170 0.45616 2.66 -7.09 2.75 0.137
Cl 0.54855 1.22997 1.21822 1.02 1.72 1.24 0.681



(3)
8
Properties=species:S:1:pos:R:3:forces:R:3:lowdin_charge:R:1 method="wB97M-V/def2-TZVPD" lumo_ha=-0.0223 orbital_gap_ha=0.3353 e_homo_ev=-9.73 relative_energy_kcal_mol=4.6
O -0.62657 0.96178 1.13291 -0.79 -0.52 -0.16 0.038
C -0.61731 0.02348 0.19054 0.59 -0.90 -0.53 -0.872
S -1.79223 -0.99279 -0.30514 -0.10 0.65 0.64 0.768
C 0.71654 -0.17687 -0.55837 1.22 1.45 0.97 -0.671
F 1.20004 1.03486 -1.04099 -0.33 -0.78 0.65 -0.039
Cl 2.04898 -1.00576 0.41450 -1.08 0.77 -0.28 0.585
H -1.52724 0.97596 1.54933 0.90 -0.04 -0.48 0.139
H 0.59779 -0.82066 -1.38277 -0.41 -0.64 -0.81 0.053



(4)
7
Properties=species:S:1:pos:R:3:forces:R:3:lowdin_charge:R:1 method="wB97M-V/def2-TZVPD" lumo_ha=-0.0351 orbital_gap_ha=0.3104 e_homo_ev=-9.40 relative_energy_kcal_mol=7.7
F 1.09082 -1.03180 1.18196 1.28 -1.63 1.02 -0.061
C 0.02713 -0.30355 0.85270 -1.39 0.95 0.64 -0.831
Cl 0.65840 1.33164 0.85639 -0.41 1.00 -0.26 0.664
C -0.35776 -0.82724 -0.50519 -0.24 0.69 -0.43 -0.684
S -1.15500 -0.27970 -1.77203 -0.28 0.41 0.46 0.744
H -0.74510 -0.37605 1.67970 0.64 0.00 -1.18 0.133
H 0.19868 -1.71568 -0.60864 0.40 -1.42 -0.26 0.036



(5)
8
Properties=species:S:1:pos:R:3:forces:R:3:lowdin_charge:R:1 method="wB97M-V/def2-TZVPD" lumo_ha=-0.0533 orbital_gap_ha=0.2868 e_homo_ev=-9.25 relative_energy_kcal_mol=46.3
F 1.38488 1.66174 -0.34904 -2.04 -2.12 3.99 -0.138
C 0.65361 0.76957 0.62128 -3.39 1.54 -5.36 -0.486
Cl -1.11370 1.53084 1.15948 2.55 -0.60 -0.77 0.444
C 0.23143 -0.46911 -0.19232 0.81 -1.47 -2.24 -1.088
S 0.91331 -0.67995 -1.73145 -1.24 0.25 2.62 0.657
S -0.88480 -1.85502 0.48062 2.67 0.44 -2.77 0.587
H 1.04361 0.50637 1.52827 1.91 0.20 2.13 0.058
H -0.34115 -2.72956 -0.65863 -1.26 1.76 2.41 -0.033



(6)
9
Properties=species:S:1:pos:R:3:forces:R:3:lowdin_charge:R:1 method="wB97M-V/def2-TZVPD" lumo_ha="-0.0400 / -0.0827" orbital_gap_ha="0.3067 / 0.2876" e_homo_ev="-9.44 / -10.08" relative_energy_kcal_mol=123.6
C -0.54934 -0.13632 -1.01732 -2.22 1.04 3.19 0.097
C -2.11686 0.03894 0.31844 3.72 0.31 -3.78 -0.862
O -4.17123 1.61439 0.64665 -0.67 0.01 0.90 -0.388
O -3.18438 1.59521 -1.56347 0.70 0.01 -0.34 -0.343
S -3.01118 1.50396 -0.15307 -0.28 -0.02 -0.07 0.060
Cl -1.79966 2.99885 0.46370 0.40 -0.01 -0.10 0.400
I -3.37309 -1.49762 0.17703 -0.60 -1.23 0.35 0.985
H 0.25084 -0.95236 -0.81744 -1.60 1.74 -0.31 0.046
H -0.46884 0.95700 -1.32322 0.55 -1.86 0.15 0.006



(7)
9
Properties=species:S:1:pos:R:3:forces:R:3:lowdin_spin:R:1 method="wB97M-V/def2-TZVPD" multiplicity=3 lumo_ha="-0.0111 / -0.1488" s2=2.007 orbital_gap_ha="0.2278 / 0.2382" e_homo_ev="-6.50 / -10.53" relative_energy_kcal_mol=33.2
C -1.25156 -0.94334 -0.11490 -0.05 2.68 1.05 0.130
C 0.02547 -0.61297 0.12555 -2.39 1.07 0.72 0.423
O 1.63076 1.27824 1.24201 -0.61 -0.95 0.13 -0.006
O -0.55937 1.93371 0.29738 0.68 -0.51 -0.08 0.025
S 0.57692 1.04210 0.29777 -1.82 1.80 1.24 0.025
Cl 1.54197 1.24540 -1.41921 0.48 0.24 -1.67 0.043
I 1.80697 -1.82597 -0.21499 2.78 -2.54 -0.67 1.333
H -1.68206 -1.88784 -0.17785 0.22 -2.12 -0.27 0.011
H -2.08910 -0.22933 -0.03576 0.71 0.34 -0.45 0.016



(8)
6
Properties=species:S:1:pos:R:3:forces:R:3:lowdin_charge:R:1 method="wB97M-V/def2-TZVPD" lumo_ha=-0.0425 orbital_gap_ha=0.3233 e_homo_ev=-9.95 relative_energy_kcal_mol=92.4
C -0.41567 0.35527 0.42507 1.89 0.50 -1.82 -0.015
C 0.72331 0.25697 -0.41779 -3.34 0.05 1.81 -0.021
N 0.31749 1.44171 -0.04704 0.31 -0.53 0.12 0.170
Cl -3.37588 0.14417 0.41994 1.61 -0.23 -0.49 -0.033
H -1.81771 0.04930 0.27837 -1.93 0.34 1.16 -0.207
H 1.13074 -0.47771 -1.04729 1.46 -0.13 -0.77 0.106



(9)
6
Properties=species:S:1:pos:R:3:forces:R:3:lowdin_charge:R:1 method="wB97M-V/def2-TZVPD" lumo_ha=0.0138 orbital_gap_ha=0.3336 e_homo_ev=-8.70 relative_energy_kcal_mol=72.6
Cl 1.97088 -0.70050 -0.21657 1.59 -0.95 -0.54 0.692
C 0.48264 -0.42762 0.43460 -4.08 3.10 -3.53 -0.718
C -0.82616 0.38514 -0.56793 4.31 -0.94 4.27 -0.006
N 0.01743 0.96195 0.23216 -2.16 -0.14 -1.03 -0.083
H 0.06079 -0.97342 1.21639 -0.14 -0.86 1.11 0.044
H -1.70558 0.75447 -1.09865 0.48 -0.21 -0.28 0.072



(10)
7
Properties=species:S:1:pos:R:3:forces:R:3:lowdin_charge:R:1 method="wB97M-V/def2-TZVPD" lumo_ha=-0.2483 orbital_gap_ha=0.3103 charge=+1 e_homo_ev=-15.20 relative_energy_kcal_mol=164.6
C -0.02334 -1.96984 0.57338 2.45 6.32 -2.56 0.350
C -0.82988 1.62053 -0.56565 0.35 -4.78 0.85 -0.156
N 1.30486 -0.08191 -0.05148 0.83 -0.15 -0.35 -0.285
N 0.39394 -0.91665 0.22704 -1.21 -4.55 1.47 -0.093
Cl 0.74730 1.38537 -0.54718 0.11 1.67 -0.06 1.154
H -0.64787 -2.65124 0.94559 -2.00 -2.83 1.43 0.082
H -0.94501 2.61374 -0.58170 -0.53 4.31 -0.78 -0.052



(11)
14
Properties=species:S:1:pos:R:3:forces:R:3:lowdin_charge:R:1 method="wB97M-V/def2-TZVPD" lumo_ha=0.1115 orbital_gap_ha=0.3435 charge=-1 e_homo_ev=-6.31
C 0.37139 -0.44034 -1.33048 -0.38 -0.31 -0.22 -0.609
C 1.52483 0.31705 -0.77890 2.17 1.07 -2.09 -0.488
N -2.50328 1.95417 -1.04772 1.24 -1.22 -0.91 -0.063
N -2.87757 3.06477 -0.46646 -0.44 1.38 0.68 -0.589
O -3.69066 3.75981 -1.02371 -1.31 0.50 -1.21 0.004
O -0.07466 2.33063 -0.14498 -0.63 -0.03 -0.57 -0.302
O 0.36582 -1.59880 -1.62417 0.18 0.11 -0.20 0.102
O -2.42350 3.40110 0.62280 0.59 -0.12 1.11 -0.031
O -1.47107 0.58842 0.82081 -0.26 -0.86 1.53 -0.251
O -0.76539 0.27941 -1.45064 -0.70 1.03 -0.16 -0.115
S -1.19025 1.42223 -0.27858 0.63 0.00 -0.63 0.625
Cl 2.97111 -0.76409 -0.65261 -0.60 0.70 0.34 0.554
H 1.16964 0.80701 0.07097 0.23 -0.14 2.30 0.031
H 1.85374 1.30419 -1.30247 -0.72 -2.13 0.05 0.132



(12)
8
Properties=species:S:1:pos:R:3:forces:R:3:lowdin_charge:R:1 method="wB97M-V/def2-TZVPD" lumo_ha="-0.0641 / -0.0641" orbital_gap_ha="0.2420 / 0.2421" e_homo_ev="-8.33 / -8.33" relative_energy_kcal_mol=126.1
C -0.09931 -0.74024 -0.07836 -0.14 -0.97 -1.00 -0.403
C -0.83751 0.32602 -0.46615 0.73 0.04 1.53 -0.608
N 1.61341 1.39762 0.73182 0.62 -2.51 1.49 0.255
O 0.81870 -0.99493 0.78411 -0.51 -0.62 0.60 -0.093
O 1.82446 0.43044 1.27494 -0.19 3.48 -1.77 0.091
Cl -2.09559 -0.11287 -1.52863 -0.77 0.55 -0.82 0.616
H -0.36889 -1.60795 -0.71073 0.47 -0.02 0.23 0.099
H -0.85528 1.30190 -0.00701 -0.22 0.04 -0.25 0.042



(13)
8
Properties=species:S:1:pos:R:3:forces:R:3:lowdin_charge:R:1 method="wB97M-V/def2-TZVPD" lumo_ha="-0.0311 / -0.0311" orbital_gap_ha="0.3071 / 0.3071" e_homo_ev="-9.20 / -9.20" relative_energy_kcal_mol=81.4
O 1.40510 1.13719 -0.05784 2.40 0.28 1.33 0.074
C 0.41720 0.63374 -0.47429 -1.35 0.97 -0.49 -0.359
C -0.19585 -0.51785 0.15900 1.48 -2.37 1.00 -0.662
Cl -1.83769 -1.00460 -0.07968 0.19 0.22 -0.41 0.646
N 0.83641 -1.88994 -0.45228 -0.99 -0.09 -1.06 0.027
O 1.72164 -2.23157 0.19836 -0.33 0.84 0.58 0.070
H -0.00612 1.16535 -1.30129 -1.18 -0.31 -1.18 0.114
H 0.11330 -0.64504 1.18893 -0.23 0.46 0.23 0.089



(14)
8
Properties=species:S:1:pos:R:3:forces:R:3:lowdin_charge:R:1 method="wB97M-V/def2-TZVPD" lumo_ha=-0.0215 orbital_gap_ha=0.3722 e_homo_ev=-10.71 relative_energy_kcal_mol=84.6
O 1.54076 1.19257 0.10593 0.41 0.11 0.47 0.070
N 1.36412 0.00231 0.05648 -1.94 -1.02 -1.96 -0.390
O 2.19932 -0.87315 -0.12816 -0.52 0.81 0.71 0.058
C -0.11523 -0.48814 -0.04607 0.99 -0.53 1.83 -0.056
C -1.14182 0.36559 0.02505 2.77 1.36 -1.28 -0.627
Cl -2.72973 -0.07194 0.00138 -1.68 -0.69 0.14 0.723
H -0.14614 -1.58311 0.13245 -0.09 0.96 -0.49 0.126
H -0.97128 1.45587 -0.14706 0.05 -1.01 0.58 0.097



(15)
10
Properties=species:S:1:pos:R:3:forces:R:3:lowdin_charge:R:1 method="wB97M-V/def2-TZVPD" lumo_ha=-0.0085 orbital_gap_ha=0.4007 e_homo_ev=-11.13 relative_energy_kcal_mol=13.3
O 0.21882 0.15017 -1.60880 0.74 -0.10 -1.60 0.146
C 0.29191 0.05772 -0.44441 -0.35 0.48 1.28 -0.555
C 1.56881 0.03128 0.46006 -0.75 2.80 -0.86 -0.401
Cl 2.73430 1.17788 -0.34258 -0.39 -0.25 0.76 0.570
O -0.78341 -0.03468 0.35819 -0.30 -0.10 2.28 0.070
N -2.24021 -0.17028 -0.02534 1.90 -0.22 -1.11 -0.358
O -2.75847 -0.80088 0.79685 -1.19 -0.64 1.22 0.195
O -2.56389 0.30596 -1.04003 -0.40 0.67 -0.67 0.205
H 1.53136 0.14618 1.55550 -0.59 0.56 -0.74 0.100
H 2.00079 -0.86335 0.29054 1.33 -3.20 -0.57 0.026



(16)
9
Properties=species:S:1:pos:R:3:forces:R:3:lowdin_charge:R:1 method="wB97M-V/def2-TZVPD" lumo_ha=0.2288 orbital_gap_ha=0.1986 charge=-2 e_homo_ev=0.82 relative_energy_kcal_mol=126.0
C -0.54366 -0.25814 -0.28942 2.58 -0.83 -0.63 -0.177
C 1.44704 -0.85239 -1.22302 -3.64 -0.18 0.33 -0.990
O 0.53261 -3.43934 -2.15030 0.26 1.24 0.12 -0.447
O 2.29634 -1.91758 -0.76287 -0.64 -0.83 0.83 -0.346
O 2.66771 -2.47514 -3.23536 -1.16 0.53 0.24 -0.476
P 1.54514 -2.31371 -2.21171 1.85 -1.97 -0.54 0.276
Cl 2.41794 0.49532 -1.56715 1.16 2.14 -0.61 0.473
H -0.30750 -1.23226 0.20493 -0.89 0.23 -0.09 -0.155
H -1.16614 -0.48600 -1.19621 0.48 -0.32 0.35 -0.157



(17)
7
Properties=species:S:1:pos:R:3:forces:R:3:lowdin_charge:R:1 method="wB97M-V/def2-TZVPD" lumo_ha=-0.0404 orbital_gap_ha=0.2962 e_homo_ev=-9.16 relative_energy_kcal_mol=78.6
C 1.52675 0.25577 0.01788 0.30 3.12 -0.95 -0.524
C -1.81372 0.86476 0.12134 2.00 0.58 0.00 -0.881
O 2.27958 -0.65401 0.04658 0.17 -0.95 0.21 -0.002
P -0.30397 -0.02197 0.10690 -1.60 -2.45 -0.17 0.812
Cl -3.02617 -0.29855 0.02321 -0.75 -0.44 -0.05 0.473
H 1.91833 1.35034 -0.18528 -0.92 -1.60 0.58 0.120
H -0.58081 -1.49635 -0.13063 0.80 1.74 0.37 0.002



(18)
6
Properties=species:S:1:pos:R:3:forces:R:3:lowdin_charge:R:1 method="wB97M-V/def2-TZVPD" lumo_ha="-0.0141 / -0.0113" orbital_gap_ha="0.3027 / 0.2969" e_homo_ev="-8.62 / -8.39" relative_energy_kcal_mol=82.8
C -1.21076 -0.72484 -0.54143 0.61 4.48 0.04 -0.232
P -1.01529 0.94511 -0.61423 -0.39 -1.54 0.14 0.714
C 0.42158 0.57671 0.36398 0.52 -0.63 0.62 -0.915
Cl 1.99231 0.24300 -0.31885 -0.26 -0.04 -0.42 0.478
H -0.82486 -1.65674 -0.35192 0.78 -2.06 0.62 -0.064
H 0.63701 0.61675 1.46245 -1.25 -0.21 -1.01 0.020



(19)
6
Properties=species:S:1:pos:R:3:forces:R:3:lowdin_charge:R:1 method="wB97M-V/def2-TZVPD" lumo_ha="-0.0010 / -0.0010" orbital_gap_ha="0.3059 / 0.3058" e_homo_ev="-8.35 / -8.35" relative_energy_kcal_mol=70.2
C 0.47470 0.77826 0.90662 0.31 -2.07 -1.96 -0.315
P 1.53725 -0.13518 0.10209 -0.25 0.25 0.36 0.738
C -0.07761 -0.75427 -0.53760 0.45 1.92 1.79 -0.885
Cl -0.78557 0.03137 -1.89691 -0.12 -0.05 -0.37 0.488
H -0.34897 1.30564 1.31513 -0.38 0.21 0.25 -0.020
H -0.79979 -1.22581 0.11068 0.00 -0.26 -0.06 -0.007



(20)
8
Properties=species:S:1:pos:R:3:forces:R:3:lowdin_spin:R:1 method="wB97M-V/def2-TZVPD" multiplicity=2 lumo_ha="-0.2303 / -0.2304" s2=0.753 orbital_gap_ha="0.1842 / 0.2251" charge=+1 e_homo_ev="-11.28 / -12.39" relative_energy_kcal_mol=36.2
H -0.89279 1.31056 0.66452 0.25 0.15 -0.92 0.008
O 0.66041 -0.96122 0.83659 0.44 -1.10 0.34 0.247
C 0.71767 0.21241 0.59156 0.12 -0.66 0.50 0.546
C -0.27662 1.00873 -0.25583 0.28 0.85 0.24 0.096
O -0.91259 0.35931 -1.22461 0.05 -0.79 0.10 0.076
Li -1.18478 -1.08087 -2.10811 -0.07 0.62 0.15 0.005
Cu 1.55009 -2.73107 2.07717 -0.38 1.10 -0.58 0.017
H 0.33861 1.88215 -0.58128 -0.69 -0.18 0.17 0.004